# 1
{"formula": "C30H24ClNO3PPrS", "method": "the ωB97M-V functional and the def2-TZVPD basis", "s_squared": 2.00, "mol_weight_g_mol": 685.9, "total_energy_ev": -85849.246, "charge": 0, "multiplicity": 3, "fmax_ev_per_a": 2.6, "lumo_energy_ha": [-0.038, -0.037], "gap_ev": [6.2704, 6.2711], "species": ["C", "C", "C", "H", "C", "C", "H", "H", "H", "H", "Pr", "Cl", "P", "C", "C", "H", "C", "H", "C", "H", "C", "H", "C", "H", "C", "C", "H", "C", "H", "C", "H", "C", "H", "C", "H", "C", "C", "H", "C", "H", "C", "H", "C", "H", "C", "H", "O", "S", "O", "N", "C", "O", "C", "C", "C", "C", "C", "C", "H", "H", "H", "H"], "positions_angstrom": [[-0.5902, 0.0163, 3.3050], [-1.1295, 0.3141, 2.0191], [-2.0007, -0.7576, 1.6479], [-1.0221, 1.2596, 1.4811], [-2.0041, -1.7119, 2.7163], [-1.1349, -1.2301, 3.7438], [-0.9537, -1.6936, 4.7110], [0.0308, 0.6840, 3.9093], [-2.6339, -0.7822, 0.7580], [-2.6200, -2.6113, 2.7639], [0.5934, -2.0726, 1.7540], [0.3883, -3.1115, -0.5722], [-0.9118, 0.6501, -2.1622], [-2.5191, -0.0244, -2.6100], [-3.5776, 0.7095, -3.1737], [-3.4383, 1.7566, -3.4479], [-4.8093, 0.0851, -3.3815], [-5.6345, 0.6538, -3.8160], [-4.9972, -1.2556, -3.0284], [-5.9600, -1.7402, -3.1992], [-3.9478, -1.9819, -2.4507], [-4.0889, -3.0199, -2.1482], [-2.7130, -1.3794, -2.2525], [-1.8835, -1.9356, -1.8080], [-0.9817, 2.4487, -2.1136], [-1.9677, 3.0381, -1.2874], [-2.7282, 2.4071, -0.8201], [-1.9536, 4.4102, -1.0596], [-2.7233, 4.8551, -0.4270], [-0.9587, 5.2099, -1.6356], [-0.9612, 6.2882, -1.4647], [0.0399, 4.6247, -2.4227], [0.8279, 5.2453, -2.8516], [0.0419, 3.2512, -2.6579], [0.8300, 2.7903, -3.2551], [0.2677, 0.1004, -3.4020], [-0.0263, -0.1806, -4.7466], [-1.0282, -0.0116, -5.1395], [0.9797, -0.6808, -5.5794], [0.7591, -0.9068, -6.6251], [2.2699, -0.9030, -5.0848], [3.0575, -1.2787, -5.7427], [2.5552, -0.6529, -3.7362], [3.5510, -0.8415, -3.3307], [1.5622, -0.1667, -2.8974], [1.7600, -0.0104, -1.8360], [4.0915, -4.1681, 3.1187], [3.0921, -3.1592, 3.3086], [1.6574, -3.6060, 3.4242], [3.0233, -2.0305, 2.0884], [2.8771, -0.7490, 2.5701], [2.0667, 0.0254, 1.9607], [3.3942, -0.6337, 3.9371], [3.4127, 0.5089, 4.7433], [3.5632, 0.3423, 6.1222], [3.6785, -0.9411, 6.6763], [3.6536, -2.0832, 5.8640], [3.4842, -1.9004, 4.4991], [3.2975, 1.4815, 4.2647], [3.5637, 1.2161, 6.7739], [3.7669, -1.0636, 7.7569], [3.7619, -3.0968, 6.2488]]}



# 2
{"formula": "C5H9NS", "method": "the ωB97M-V functional and the def2-TZVPD basis", "mol_weight_g_mol": 115.2, "total_energy_ev": -17654.448, "charge": 0, "multiplicity": 1, "fmax_ev_per_a": 2.9, "lumo_energy_ha": 0.024, "gap_ev": 10.0124, "species": ["C", "C", "C", "C", "C", "N", "S", "H", "H", "H", "H", "H", "H", "H", "H", "H"], "positions_angstrom": [[-2.8902, -0.5007, -0.5124], [-0.7679, -0.4667, 0.9190], [0.3309, 0.1830, -0.0060], [1.6926, 0.0527, 0.6056], [0.1504, -0.3224, -1.3647], [-1.9725, -0.5589, 0.2070], [0.0366, 2.0482, -0.0808], [-1.2883, 2.1162, 0.2567], [-0.4047, -1.4395, 1.1205], [-1.0280, 0.1354, 1.7594], [2.1902, 0.9891, 0.4020], [2.0885, -0.8601, 0.3526], [1.5301, -0.0028, 1.6545], [-0.7743, 0.0608, -1.7810], [0.1543, -1.4369, -1.5512], [0.9524, 0.0027, -1.9813]]}



# 3
{"formula": "C16H24CeN2Si", "method": "the ωB97M-V functional and the def2-TZVPD basis", "s_squared": 0.75, "mol_weight_g_mol": 412.6, "total_energy_ev": -40765.937, "charge": -1, "multiplicity": 2, "fmax_ev_per_a": 5.1, "lumo_energy_ha": [0.086, 0.086], "gap_ev": [4.0136, 4.0220], "species": ["C", "C", "C", "C", "C", "Ce", "N", "C", "C", "H", "H", "H", "H", "H", "H", "H", "H", "H", "H", "C", "Si", "C", "C", "N", "C", "C", "C", "C", "C", "C", "H", "H", "H", "H", "H", "H", "H", "H", "H", "H", "H", "H", "H", "H"], "positions_angstrom": [[-1.4748, 1.6391, -3.5426], [-0.0833, 1.3169, -3.6911], [0.6675, 2.1930, -2.8420], [-0.2362, 3.0535, -2.1509], [-1.5789, 2.7163, -2.5693], [-1.0989, 0.8764, -1.0019], [-1.9983, -1.0667, -1.5686], [-0.8967, -2.6157, -2.1215], [0.3175, -2.1213, -2.5599], [1.7540, 2.2337, -2.8147], [0.3241, 0.5697, -4.3824], [0.0296, 3.8133, -1.4269], [-2.5101, 3.1222, -2.1821], [-2.3127, 1.1127, -4.0373], [0.3633, -1.6063, -3.4994], [-1.4184, -3.3459, -2.8163], [-2.9768, -1.3616, -1.7368], [1.1712, -1.9829, -1.9313], [-0.9482, -2.7989, -1.0197], [-2.7322, 0.2348, 1.4375], [-1.0042, 0.2405, 2.1800], [-0.6126, 1.9885, 2.7437], [-0.9937, -0.9313, 3.5957], [0.0550, -0.1776, 0.8607], [1.3645, -0.5739, 1.0437], [2.3556, 0.0621, 0.2524], [3.6833, -0.3508, 0.3447], [4.0533, -1.3451, 1.2607], [3.0770, -2.0088, 2.0144], [1.7410, -1.6248, 1.9148], [-3.4012, 0.4015, 2.2958], [-2.9616, -0.7380, 0.9886], [-2.9396, 1.0326, 0.6885], [-1.2932, 2.2060, 3.5802], [0.4267, 2.0800, 3.1011], [-0.7712, 2.7390, 1.9486], [-1.2802, -1.9368, 3.2637], [-0.0287, -0.9934, 4.1083], [-1.7414, -0.5828, 4.3165], [2.0526, 0.9201, -0.3650], [4.4313, 0.1355, -0.2873], [5.0950, -1.6290, 1.3554], [3.3617, -2.8029, 2.7124], [0.9692, -2.0930, 2.5397]]}



# 4
{"formula": "C16H21FN6O2S", "method": "the ωB97M-V functional and the def2-TZVPD basis", "mol_weight_g_mol": 380.4, "total_energy_ev": -43521.831, "charge": 0, "multiplicity": 1, "fmax_ev_per_a": 1.2, "smiles": "CC(C)CCNC(=O)NC(=O)CSc1nnc(-c2ccccc2F)n1N", "lumo_energy_ha": 0.016, "gap_ev": 9.4337, "species": ["C", "C", "C", "C", "C", "N", "C", "O", "N", "C", "O", "C", "S", "C", "N", "N", "C", "C", "C", "C", "C", "C", "C", "F", "N", "N", "H", "H", "H", "H", "H", "H", "H", "H", "H", "H", "H", "H", "H", "H", "H", "H", "H", "H", "H", "H", "H"], "positions_angstrom": [[-4.3203, 0.2114, 0.5630], [-4.2292, -1.2475, 0.1221], [-5.5390, -1.6766, -0.5381], [-3.0687, -1.4908, -0.8499], [-1.6799, -1.2169, -0.2742], [-1.3615, 0.1926, -0.2779], [-0.8378, 0.8148, 0.7719], [-0.5881, 0.3426, 1.8620], [-0.5277, 2.1869, 0.5667], [-0.3973, 2.8683, -0.6026], [-0.8150, 2.4775, -1.6690], [0.3495, 4.1846, -0.4620], [1.7194, 4.0501, 0.7400], [2.5130, 2.6756, -0.0036], [3.0215, 2.6432, -1.2046], [3.4846, 1.4163, -1.4138], [3.2740, 0.6944, -0.3376], [3.6661, -0.6979, -0.1906], [4.9425, -1.1011, -0.5765], [5.3303, -2.4209, -0.4473], [4.4506, -3.3630, 0.0626], [3.1685, -2.9903, 0.4263], [2.7936, -1.6685, 0.2895], [1.5228, -1.3209, 0.5913], [2.6380, 1.4555, 0.6051], [2.3544, 1.1163, 1.9169], [-5.2280, 0.3694, 1.1414], [-3.4748, 0.4846, 1.1873], [-4.3469, 0.8719, -0.3013], [-4.0689, -1.8683, 1.0106], [-5.4959, -2.7203, -0.8413], [-6.3716, -1.5556, 0.1507], [-5.7343, -1.0707, -1.4204], [-3.0992, -2.5362, -1.1633], [-3.2084, -0.8753, -1.7419], [-0.9282, -1.7464, -0.8711], [-1.6038, -1.5629, 0.7586], [-1.4447, 0.7093, -1.1475], [-0.1676, 2.6365, 1.4039], [-0.3116, 4.9660, -0.0856], [0.7557, 4.4760, -1.4303], [5.6149, -0.3591, -0.9765], [6.3239, -2.7177, -0.7453], [4.7569, -4.3923, 0.1676], [2.4556, -3.7055, 0.8049], [1.5443, 0.4950, 1.9855], [2.1682, 1.9660, 2.4445]]}



# 5
{"formula": "C9H17B", "method": "the ωB97M-V functional and the def2-TZVPD basis", "mol_weight_g_mol": 136.0, "total_energy_ev": -10282.423, "charge": 0, "multiplicity": 1, "fmax_ev_per_a": 3.6, "smiles": "C=CB(CCCC)C(=C)C", "lumo_energy_ha": 0.017, "gap_ev": 9.7491, "species": ["C", "C", "B", "C", "C", "C", "C", "C", "C", "C", "H", "H", "H", "H", "H", "H", "H", "H", "H", "H", "H", "H", "H", "H", "H", "H", "H"], "positions_angstrom": [[-1.8773, -2.5563, 0.6670], [-1.0788, -1.7215, 1.3921], [-0.7347, -0.2944, 0.9224], [0.8658, -0.1917, 0.6885], [1.3268, 0.3691, -0.6926], [2.6264, -0.2106, -1.1101], [3.1487, 0.4458, -2.3413], [-1.7692, 0.8586, 0.7931], [-1.6483, 1.7802, -0.1121], [-3.0124, 0.9825, 1.6836], [-1.9873, -3.5851, 0.9630], [-2.4470, -2.3111, -0.2738], [-0.6641, -2.1409, 2.3432], [1.3958, -1.1085, 0.6446], [1.2114, 0.3999, 1.5312], [0.6056, -0.0077, -1.4466], [1.3916, 1.4524, -0.7956], [2.4373, -1.2944, -1.1899], [3.4464, 0.0215, -0.3838], [3.4085, 1.4668, -1.9894], [2.4573, 0.3977, -3.3136], [4.1028, -0.0353, -2.7607], [-2.5310, 2.4237, -0.1709], [-1.0366, 1.8326, -0.9081], [-2.4943, 1.3132, 2.6876], [-3.7284, 1.7337, 1.3734], [-3.4147, -0.0201, 1.7990]]}



# 6
{"formula": "C5H8", "method": "the ωB97M-V functional and the def2-TZVPD basis", "mol_weight_g_mol": 68.1, "total_energy_ev": -5311.973, "charge": 0, "multiplicity": 1, "fmax_ev_per_a": 7.8, "smiles": "C=C/C=C/C", "lumo_energy_ha": 0.030, "gap_ev": 9.3008, "species": ["C", "C", "C", "C", "C", "H", "H", "H", "H", "H", "H", "H", "H"], "positions_angstrom": [[-1.0921, 0.9281, 1.6699], [-0.6926, -0.3090, 1.3473], [0.0962, -0.4792, 0.1917], [0.2261, 0.2885, -0.9477], [1.2271, -0.3333, -1.8965], [-1.5841, 1.1717, 2.6078], [-0.8466, 1.7913, 1.0769], [-1.0426, -1.2441, 1.8067], [0.8806, -1.3163, 0.3533], [-0.4311, 0.8929, -1.3668], [1.8501, -1.1766, -1.5458], [1.9249, 0.1637, -2.3673], [0.6611, -0.8536, -2.7528]]}